This record from the Open Molecules 2025 dataset describes a 5-piece molecular cluster, C34H50N5O overall. The level of theory is ωB97M-V with the def2-TZVPD basis set.

Geometry (Å):
C (-1.46430, 2.36874, -2.40597)
C (-1.43344, 0.75110, -1.98747)
C (0.07432, 0.19242, -2.39169)
C (0.31877, -1.38791, -2.02484)
C (-0.72173, -2.43248, -2.75448)
N (1.71609, -1.74230, -2.48590)
C (2.47201, -2.55940, -1.46116)
C (3.92138, -1.83351, -1.16996)
C (3.89632, -0.78365, 0.09319)
C (3.53075, -1.58664, 1.51020)
C (1.95743, -1.20104, 1.84672)
C (1.23992, -2.39953, 2.72278)
C (-0.33169, -2.70290, 2.25209)
C (-1.36315, -2.20495, 3.44622)
O (-2.64182, -1.67098, 2.94906)
C (-2.48089, -0.37736, 2.26685)
H (-0.74315, 2.98070, -1.68391)
H (-2.54468, 2.81963, -2.35493)
H (-1.01215, 2.49812, -3.49398)
H (-2.28371, 0.23714, -2.60688)
H (-1.64049, 0.68367, -0.82642)
H (0.31961, 0.38656, -3.53199)
H (0.84108, 0.83001, -1.77281)
H (0.15833, -1.50428, -0.86765)
H (-1.57959, -1.77483, -3.25327)
H (-0.13435, -3.07608, -3.56911)
H (-1.22959, -3.16200, -1.96087)
H (1.87394, -2.80365, -0.48228)
H (2.71327, -3.60805, -1.97052)
H (4.20724, -1.22509, -2.12781)
H (4.76779, -2.63966, -1.01128)
H (4.97482, -0.29885, 0.19063)
H (3.12607, 0.09345, -0.12683)
H (4.27654, -1.29027, 2.37213)
H (3.64062, -2.74122, 1.23842)
H (1.93675, -0.17144, 2.44776)
H (1.43385, -0.98297, 0.82123)
H (1.29974, -2.13196, 3.88445)
H (1.82264, -3.40864, 2.49122)
H (-0.50725, -2.11472, 1.25581)
H (-0.48450, -3.86190, 2.07055)
H (-1.63288, -3.19384, 4.05828)
H (-0.82664, -1.49635, 4.23871)
H (-1.40372, -0.15615, 1.86622)
H (-2.81720, 0.55627, 2.90621)
H (-3.19820, -0.40593, 1.31413)
N (0.04614, 2.24360, 2.65896)
C (-0.35146, 2.55090, 3.91309)
C (0.12254, 3.64008, 4.62663)
C (1.06508, 4.46414, 4.02077)
C (1.49569, 4.17260, 2.73054)
C (0.96071, 3.06294, 2.09621)
H (-1.08553, 1.87615, 4.34380)
H (-0.23416, 3.84072, 5.63051)
H (1.46067, 5.32652, 4.54940)
H (2.22951, 4.79484, 2.23097)
H (1.26213, 2.79567, 1.08724)
N (-5.43695, 2.27920, -2.18310)
C (-6.22883, 1.82520, -1.18703)
C (-7.02686, 2.64325, -0.40339)
C (-7.01080, 4.01167, -0.65173)
C (-6.20399, 4.50974, -1.66962)
C (-5.44371, 3.61208, -2.40180)
H (-6.20423, 0.75077, -1.03003)
H (-7.64552, 2.22368, 0.38178)
H (-7.62203, 4.68448, -0.05728)
H (-6.16873, 5.57107, -1.88780)
H (-4.80071, 3.95140, -3.20909)
N (-0.11848, 2.48439, -6.00319)
C (-0.91274, 3.47240, -6.47048)
C (-0.66967, 4.16593, -7.64525)
C (0.45852, 3.83038, -8.38625)
C (1.29689, 2.81841, -7.92998)
C (0.96837, 2.17969, -6.74506)
H (-1.77853, 3.69961, -5.85531)
H (-1.34338, 4.94898, -7.97420)
H (0.68258, 4.35283, -9.31171)
H (2.18410, 2.53366, -8.48409)
H (1.58921, 1.38084, -6.34919)
N (3.01241, -5.22222, 3.67446)
C (2.28631, -6.09565, 4.40606)
C (2.50345, -6.34027, 5.75260)
C (3.53006, -5.65116, 6.38953)
C (4.29665, -4.74637, 5.66234)
C (4.00104, -4.56679, 4.32059)
H (1.49912, -6.61097, 3.86343)
H (1.88740, -7.05114, 6.29149)
H (3.73105, -5.81750, 7.44385)
H (5.10417, -4.19405, 6.12937)
H (4.56838, -3.86895, 3.71113)

Values from the calculation:
* gap between HOMO and LUMO: 3.84 eV
* spin multiplicity: 1
* highest occupied orbital energy: -1.414 eV
* total charge: -1